{
  "formula": "C32H28CrN3O3",
  "method": "wB97M-V/def2-TZVPD",
  "homo_ev": [-11.74, -13.35],
  "charge": 2,
  "e_lumo_ev": [-5.65, -11.17],
  "energy_ev": -72651.5856,
  "s2": 3.8018,
  "gap_ha": [0.2237, 0.0801],
  "spin_multiplicity": 4,
  "symbols": ["O", "C", "Cr", "C", "O", "C", "O", "C", "C", "C", "C", "C", "C", "C", "C", "C", "C", "C", "C", "C", "C", "C", "C", "C", "C", "C", "C", "C", "H", "H", "H", "H", "H", "H", "H", "H", "H", "H", "H", "H", "H", "H", "H", "C", "C", "N", "C", "C", "C", "C", "C", "N", "C", "N", "H", "H", "H", "H", "H", "H", "H", "H", "H", "H", "H", "H", "H"],
  "positions_angstrom": [[-6.732, -1.724, -2.130], [-5.618, -1.400, -2.229], [-3.819, -0.767, -2.160], [-4.023, -0.730, -0.294], [-4.156, -0.592, 0.855], [-4.486, 1.011, -2.002], [-4.975, 2.041, -1.763], [-3.299, -1.635, -4.096], [-3.042, -2.570, -3.082], [-2.284, -2.205, -1.968], [-1.684, -0.921, -1.885], [-0.985, -0.491, -0.687], [-0.490, -0.301, 0.421], [-0.020, -0.072, 1.719], [-0.213, 1.239, 2.330], [-1.151, 2.146, 1.784], [-1.339, 3.410, 2.349], [-0.592, 3.801, 3.468], [0.372, 2.934, 3.995], [0.530, 1.650, 3.469], [0.327, -1.221, 2.560], [1.031, -2.338, 2.057], [1.330, -3.425, 2.885], [0.799, -3.499, 4.181], [0.008, -2.447, 4.663], [-0.185, -1.309, 3.879], [-1.986, 0.009, -2.898], [-2.773, -0.344, -4.004], [-3.934, -1.908, -4.943], [-3.467, -3.576, -3.144], [-2.140, -2.910, -1.146], [-1.731, 1.823, 0.915], [-2.064, 4.090, 1.890], [-0.755, 4.782, 3.913], [1.020, 3.257, 4.804], [1.285, 0.975, 3.887], [1.364, -2.320, 1.018], [1.985, -4.220, 2.520], [0.996, -4.373, 4.807], [-0.448, -2.504, 5.656], [-0.797, -0.490, 4.263], [-1.598, 1.025, -2.801], [-3.000, 0.401, -4.772], [1.780, -2.560, -3.497], [2.622, -2.072, -2.510], [2.387, -0.711, -2.438], [3.178, 0.317, -1.756], [2.297, 1.293, -0.936], [2.881, 2.729, -0.944], [3.296, 3.033, 0.508], [3.059, 1.731, 1.301], [2.205, 0.925, 0.464], [1.395, -0.420, -3.351], [1.024, -1.523, -3.992], [1.706, -3.569, -3.864], [3.328, -2.573, -1.875], [3.895, -0.200, -1.102], [3.740, 0.897, -2.516], [1.281, 1.302, -1.365], [3.727, 2.819, -1.635], [2.101, 3.421, -1.270], [4.340, 3.356, 0.596], [2.657, 3.826, 0.914], [4.018, 1.229, 1.526], [2.582, 1.911, 2.269], [2.204, -0.064, 0.677], [1.036, 0.599, -3.487]],
  "atomic_forces_ev_per_a": [[4.15, 1.08, -0.60], [-5.04, -1.28, 0.73], [-2.10, 0.12, -0.31], [-0.38, 1.02, 4.69], [0.45, -0.71, -3.87], [-1.96, 3.69, 1.27], [1.82, -3.43, -1.06], [0.06, -0.51, -0.81], [0.20, -0.73, -0.53], [0.45, -1.01, 0.72], [1.14, 1.21, 1.14], [0.21, -0.71, -0.45], [-0.27, -0.13, -0.30], [-0.89, -0.04, 0.44], [-0.16, 0.70, 0.22], [0.33, 0.14, 0.26], [0.02, -0.31, -0.16], [0.03, -0.15, -0.30], [-0.23, -0.34, -0.23], [-0.01, 0.08, -0.43], [-0.16, -0.96, 0.21], [0.05, 0.21, 0.48], [-0.15, 0.14, -0.05], [-0.01, 0.26, -0.19], [0.26, 0.07, -0.29], [-0.04, 0.00, -0.02], [1.56, 0.61, 0.05], [-0.27, 0.48, -0.66], [0.18, 0.12, 0.35], [0.07, 0.43, 0.09], [-0.01, 0.25, -0.32], [0.12, 0.25, 0.27], [0.25, -0.24, 0.33], [0.13, -0.25, -0.14], [-0.23, -0.07, 0.01], [-0.35, 0.30, -0.11], [0.08, -0.06, 0.19], [-0.36, 0.19, 0.08], [-0.04, 0.32, -0.24], [0.21, 0.03, -0.38], [0.22, -0.28, -0.11], [-0.16, -0.30, -0.03], [0.05, -0.31, 0.34], [-0.21, -1.45, 0.08], [-1.23, 0.73, -1.32], [-1.63, -0.54, -2.02], [0.28, 0.83, -0.06], [0.32, -0.19, 0.38], [-0.08, -0.10, 0.12], [-0.22, 0.04, 0.40], [0.96, 0.12, 0.34], [-0.31, 0.04, -0.53], [0.18, 1.33, 0.81], [3.01, 0.42, 2.44], [-0.10, -0.08, 0.06], [0.17, -0.17, -0.13], [-0.21, 0.11, -0.26], [-0.26, -0.62, 0.26], [0.16, -0.09, -0.06], [-0.21, -0.02, 0.11], [0.21, -0.01, -0.04], [-0.32, -0.02, -0.08], [0.23, -0.12, -0.08], [-0.15, 0.15, -0.15], [0.07, 0.09, -0.22], [0.09, 0.14, -0.14], [0.02, -0.45, -0.14]]
}

=====

{
  "formula": "C32H28F12N6Ru",
  "method": "wB97M-V/def2-TZVPD",
  "homo_ev": [-12.31, -13.12],
  "charge": 2,
  "e_lumo_ev": [-5.16, -7.37],
  "energy_ev": -77748.6425,
  "s2": 6.0289,
  "gap_ha": [0.2628, 0.2113],
  "spin_multiplicity": 5,
  "symbols": ["Ru", "C", "N", "C", "C", "N", "C", "C", "F", "C", "F", "C", "F", "C", "F", "C", "F", "C", "C", "N", "C", "C", "F", "C", "F", "C", "F", "C", "F", "C", "F", "H", "H", "H", "H", "H", "H", "H", "H", "H", "H", "H", "F", "C", "C", "C", "C", "C", "F", "C", "C", "C", "C", "C", "C", "N", "H", "H", "H", "H", "H", "H", "N", "C", "C", "N", "C", "C", "H", "H", "H", "H", "H", "H", "H", "H", "H", "H", "H"],
  "positions_angstrom": [[0.416, -0.899, 2.111], [2.088, 0.628, 4.060], [1.793, -0.795, 3.788], [3.075, -1.445, 3.299], [3.318, -1.100, 1.886], [2.089, -1.074, 1.088], [2.193, -1.082, -0.274], [2.209, 0.077, -1.019], [2.202, 1.308, -0.324], [2.484, 0.097, -2.368], [2.238, 1.288, -3.005], [2.719, -1.093, -3.035], [2.980, -1.159, -4.338], [2.636, -2.315, -2.271], [2.515, -3.474, -3.019], [2.406, -2.341, -0.919], [2.106, -3.504, -0.295], [1.190, -1.463, 5.021], [-0.275, -1.023, 5.149], [-0.834, -0.958, 3.773], [-2.165, -1.059, 3.551], [-2.818, 0.060, 3.012], [-2.316, 1.316, 3.107], [-3.988, -0.157, 2.372], [-4.459, 0.826, 1.564], [-4.712, -1.334, 2.552], [-5.910, -1.510, 1.874], [-4.245, -2.346, 3.326], [-4.910, -3.477, 3.294], [-2.951, -2.221, 3.779], [-2.284, -3.281, 4.404], [2.990, 0.870, 4.607], [1.220, 1.110, 4.569], [2.117, 1.065, 3.019], [2.858, -2.540, 3.424], [3.914, -1.181, 3.957], [4.069, -1.814, 1.368], [3.822, -0.119, 1.951], [1.767, -1.277, 5.972], [1.198, -2.542, 4.886], [-0.354, -0.050, 5.688], [-0.848, -1.836, 5.650], [-1.088, -5.955, 1.298], [-1.173, -4.623, 1.011], [-0.526, -3.634, 1.755], [-0.561, -2.329, 1.264], [-1.283, -1.961, 0.101], [-1.811, -3.015, -0.649], [-2.159, -2.876, -1.993], [-1.803, -4.322, -0.201], [-1.336, -0.529, -0.169], [-2.209, 0.124, -1.129], [-2.190, 1.515, -1.192], [-1.374, 2.237, -0.309], [-0.573, 1.511, 0.639], [-0.544, 0.178, 0.639], [0.274, -3.877, 2.519], [-2.164, -5.065, -0.851], [-2.815, -0.530, -1.732], [-2.912, 2.098, -1.778], [-1.420, 3.290, -0.227], [0.201, 1.958, 1.248], [-0.610, 3.520, -5.864], [0.414, 2.594, -5.352], [1.731, 3.367, -5.258], [1.494, 4.495, -4.302], [0.403, 5.400, -4.731], [-0.920, 4.556, -4.851], [-1.431, 2.916, -6.238], [-0.333, 3.972, -6.710], [0.375, 1.608, -5.894], [0.071, 2.338, -4.350], [1.904, 3.807, -6.271], [2.580, 2.748, -5.001], [2.273, 4.961, -3.865], [0.654, 6.003, -5.664], [0.244, 6.092, -3.934], [-1.686, 5.236, -5.286], [-1.236, 4.012, -3.906]],
  "atomic_forces_ev_per_a": [[0.57, -0.80, 4.24], [-1.80, 1.20, -1.54], [1.31, 0.27, 1.51], [-1.59, -2.33, 1.65], [1.83, -0.12, -1.82], [-0.20, 0.18, 2.38], [0.84, -1.12, -0.59], [0.81, 1.42, 1.84], [-0.31, -2.04, -1.28], [-1.07, 0.77, -1.16], [0.86, -1.09, 0.10], [0.19, -0.87, 1.00], [-0.43, 0.15, 0.50], [-0.50, -0.89, -2.32], [0.62, 1.67, 1.22], [-1.21, 0.61, -0.37], [0.68, 1.16, -0.39], [0.15, 0.20, 0.18], [-0.18, -0.60, -0.50], [2.97, 0.44, 0.09], [-1.80, -0.02, 0.49], [0.70, -0.20, 0.48], [0.11, -1.09, -0.51], [-1.96, 0.94, -1.10], [-0.12, -0.59, 0.59], [-2.17, 1.35, -2.04], [1.97, 0.41, 1.11], [0.64, -0.77, -0.49], [-0.09, -0.57, 0.67], [2.46, -0.72, 1.10], [-1.28, 1.43, -1.10], [0.33, -0.39, 0.14], [0.64, -0.43, -0.34], [0.41, 0.20, 1.18], [0.43, 0.80, -0.20], [-0.21, -0.04, -0.22], [-1.01, 0.99, 1.09], [-0.19, 0.01, -0.80], [-0.35, 0.18, -1.08], [0.15, -0.06, -0.36], [-0.25, -0.65, -0.37], [0.50, 0.81, 0.25], [0.03, 1.64, 0.20], [-0.05, -0.89, -0.57], [1.60, -0.58, 0.13], [-1.63, -1.80, -1.30], [0.08, -0.76, -0.01], [0.22, -0.26, -1.27], [-0.01, 0.47, 1.86], [0.58, 1.09, 0.93], [-1.62, 0.96, -1.97], [1.81, -0.78, 1.50], [-0.26, 0.22, 0.90], [0.78, -2.16, 1.54], [-0.56, 0.92, -2.47], [-1.30, 2.09, -1.16], [-1.54, -0.04, -0.69], [-0.40, -0.99, -0.51], [-0.25, 0.18, -0.21], [0.39, -0.54, -0.11], [0.07, 0.89, -0.13], [-0.41, 0.47, 0.21], [-2.64, -2.29, -1.03], [0.66, -1.52, 0.55], [-0.54, 1.82, -0.35], [-1.09, -0.79, -0.66], [0.60, -1.28, 0.11], [0.16, 1.29, -0.06], [1.11, 1.40, 1.30], [0.81, 0.60, -0.86], [0.49, 1.30, -0.02], [0.14, 0.03, 0.13], [0.24, -0.44, 0.34], [-0.03, -0.04, 0.25], [0.24, -0.17, -0.41], [-0.59, -0.85, 0.71], [-0.12, 0.66, 0.44], [0.15, -0.69, 0.59], [0.44, 1.03, -1.15]]
}

=====

{
  "formula": "C32H28F3N7O4PW",
  "method": "wB97M-V/def2-TZVPD",
  "homo_ev": [-9.96, -10.67],
  "charge": 1,
  "e_lumo_ev": [-3.37, -3.48],
  "energy_ev": -71523.8545,
  "s2": 2.0192,
  "gap_ha": [0.2421, 0.2639],
  "spin_multiplicity": 3,
  "symbols": ["W", "O", "C", "C", "C", "C", "C", "C", "C", "O", "N", "N", "C", "C", "C", "C", "C", "C", "C", "O", "H", "H", "H", "H", "H", "H", "H", "H", "H", "H", "N", "C", "N", "C", "N", "C", "C", "N", "C", "C", "N", "H", "H", "H", "H", "H", "F", "C", "F", "F", "C", "C", "C", "C", "C", "C", "C", "C", "H", "H", "H", "H", "C", "P", "C", "C", "O", "H", "H", "H", "H", "H", "H", "H", "H", "H"],
  "positions_angstrom": [[0.350, -0.117, -0.435], [2.305, 0.767, 4.790], [3.350, 0.962, 3.972], [4.568, 1.306, 4.563], [5.680, 1.539, 3.784], [5.613, 1.440, 2.393], [4.417, 1.095, 1.806], [3.273, 0.842, 2.574], [2.027, 0.454, 1.900], [2.067, 0.233, 0.611], [0.928, 0.304, 2.577], [-0.106, -0.127, 1.718], [-0.859, -1.026, 2.251], [-2.042, -1.515, 1.611], [-2.885, -2.402, 2.300], [-4.116, -2.738, 1.791], [-4.535, -2.153, 0.589], [-3.728, -1.275, -0.106], [-2.451, -0.976, 0.374], [-1.664, -0.175, -0.339], [1.517, 0.553, 4.247], [4.606, 1.385, 5.640], [6.614, 1.806, 4.260], [6.487, 1.634, 1.787], [4.333, 1.023, 0.730], [-0.663, -1.442, 3.235], [-2.555, -2.805, 3.251], [-4.763, -3.425, 2.318], [-5.512, -2.396, 0.192], [-4.051, -0.828, -1.037], [0.232, 4.258, -0.393], [0.528, 3.149, 0.281], [0.274, 2.113, -0.497], [-0.187, 2.672, -1.653], [-0.224, 3.979, -1.629], [-0.602, 1.789, -2.739], [-1.122, 2.225, -3.949], [-1.512, 1.362, -4.877], [-1.393, 0.069, -4.599], [-0.873, -0.384, -3.394], [-0.474, 0.488, -2.473], [0.307, 5.216, -0.088], [0.906, 3.121, 1.290], [-1.223, 3.283, -4.153], [-1.722, -0.635, -5.353], [-0.778, -1.434, -3.149], [-0.032, -9.627, -2.106], [0.211, -9.148, -0.878], [1.384, -9.665, -0.468], [-0.738, -9.637, -0.059], [0.235, -7.644, -0.846], [0.469, -7.011, 0.368], [0.494, -5.632, 0.435], [0.280, -4.868, -0.717], [0.045, -5.517, -1.930], [0.024, -6.901, -1.996], [0.304, -3.436, -0.650], [0.315, -2.220, -0.566], [0.630, -7.601, 1.262], [0.672, -5.134, 1.379], [-0.136, -4.928, -2.820], [-0.163, -7.400, -2.937], [3.739, -1.970, -0.632], [3.112, -1.155, -2.093], [2.725, -2.421, -3.298], [4.426, -0.143, -2.767], [1.893, -0.258, -1.865], [4.562, -2.635, -0.895], [2.929, -2.547, -0.186], [4.084, -1.226, 0.084], [3.608, -3.018, -3.529], [2.359, -1.956, -4.214], [1.951, -3.067, -2.882], [5.313, -0.741, -2.973], [4.674, 0.636, -2.046], [4.084, 0.328, -3.688]],
  "atomic_forces_ev_per_a": [[-0.84, -0.08, 0.30], [0.02, 0.00, -0.02], [-0.03, 0.02, 0.08], [0.01, 0.00, -0.03], [0.01, 0.00, 0.00], [-0.01, 0.00, 0.01], [0.00, 0.00, -0.02], [-0.04, 0.07, -0.07], [0.03, -0.12, 0.11], [0.06, 0.10, 0.16], [0.03, 0.07, -0.27], [1.39, -0.59, 0.16], [-1.09, -0.33, -0.37], [-0.07, 0.11, -0.20], [0.03, 0.01, -0.02], [-0.01, 0.05, -0.08], [-0.01, -0.03, 0.03], [0.07, -0.08, 0.06], [0.06, -0.03, -0.05], [0.14, 0.00, 0.06], [-0.01, -0.02, 0.01], [-0.01, 0.00, 0.00], [0.00, 0.00, 0.00], [0.00, 0.00, 0.00], [0.00, 0.00, -0.01], [0.25, 0.50, 0.19], [-0.01, 0.00, 0.00], [0.00, 0.00, 0.00], [0.00, 0.00, 0.01], [0.00, 0.00, -0.01], [0.01, 0.07, -0.02], [0.03, -0.08, 0.02], [-0.04, 0.13, 0.01], [-0.01, 0.03, 0.03], [-0.01, -0.02, 0.00], [-0.04, 0.05, 0.00], [-0.01, -0.09, 0.00], [-0.01, 0.10, -0.04], [0.03, -0.11, 0.08], [-0.04, 0.08, -0.06], [0.06, -0.14, -0.10], [0.00, 0.00, -0.01], [0.00, -0.01, 0.00], [-0.01, 0.00, -0.02], [0.00, 0.01, -0.01], [0.00, 0.00, -0.01], [0.01, 0.01, 0.03], [-0.01, -0.01, 0.00], [-0.05, 0.01, -0.02], [0.04, 0.00, -0.02], [0.01, -0.01, -0.04], [0.01, 0.02, 0.04], [0.00, -0.02, -0.01], [0.01, 0.00, -0.04], [0.00, 0.02, 0.03], [-0.01, 0.00, 0.02], [-0.07, -0.01, 0.01], [0.08, 0.29, 0.07], [0.00, -0.01, -0.01], [0.00, 0.01, 0.00], [0.00, -0.02, -0.01], [0.00, 0.00, 0.00], [-0.06, 0.03, 0.08], [0.04, -0.10, -0.08], [-0.02, -0.03, 0.00], [-0.04, 0.05, 0.01], [0.12, 0.11, 0.00], [-0.01, 0.01, -0.09], [0.02, 0.00, 0.01], [0.00, -0.01, 0.01], [0.01, 0.01, 0.02], [0.00, 0.02, 0.01], [0.00, 0.01, 0.01], [-0.01, -0.02, 0.01], [0.02, -0.01, 0.01], [0.00, -0.01, 0.00]]
}

=====

Among the records above, which one has the lowest charge? C32H28F3N7O4PW

=====

Which value of charge does entry 1 give? +2

=====

Number 3 is which compound? C32H28F3N7O4PW